C57H66Cl9F7O6 | the ωB97M-V functional and the def2-TZVPD basis

- multiplicity = 1
- Kohn-Sham gap (eV) = 9.31
- E_tot (eV) = -204183.38317
- charge = 0
- SMILES string = COCCOCCOC.COCCOCCOC.ClC(Cl)Cl.ClC(Cl)Cl.ClC(Cl)Cl.Fc1ccccc1.Fc1ccccc1.Fc1ccccc1.Fc1ccccc1.Fc1ccccc1.Fc1ccccc1.Fc1ccccc1
- LUMO energy (eV) = 0.374

Each line ends with the Mulliken charge.
CARTESIAN COORDINATES (ANGSTROEM)
C: 18.089 7.634 15.021  -0.527
O: 16.797 7.285 15.589  -0.229
C: 15.807 7.033 14.577  -0.231
C: 14.471 6.828 15.269  -0.856
O: 14.137 8.189 15.664  0.064
C: 13.126 8.362 16.682  -0.698
C: 11.746 8.418 15.981  -0.639
O: 11.535 7.197 15.305  -0.293
C: 10.345 7.205 14.542  -0.850
H: 18.065 8.621 14.558  0.137
H: 18.550 6.926 14.332  0.499
H: 18.774 7.778 15.857  0.097
H: 16.166 6.099 14.145  0.412
H: 15.773 7.795 13.798  0.086
H: 14.525 6.063 16.044  0.352
H: 13.738 6.410 14.578  0.377
H: 13.200 9.273 17.275  0.260
H: 13.178 7.501 17.348  0.468
H: 11.642 9.286 15.330  0.278
H: 10.960 8.578 16.719  0.466
H: 10.338 7.983 13.778  0.335
H: 9.401 7.420 15.042  0.324
H: 10.153 6.239 14.074  0.274
C: 22.555 7.052 23.314  -0.819
O: 22.961 7.759 22.140  -0.334
C: 21.828 8.111 21.342  -0.562
C: 22.362 9.020 20.251  -0.442
O: 22.212 10.440 20.518  0.118
C: 23.361 11.123 21.028  -0.711
C: 22.946 12.522 21.460  -0.505
O: 22.333 13.287 20.350  -0.136
C: 21.731 14.562 20.629  -0.703
H: 21.965 7.625 24.028  0.301
H: 23.436 6.680 23.838  0.271
H: 21.924 6.198 23.070  0.335
H: 21.003 8.601 21.858  0.195
H: 21.552 7.180 20.848  0.495
H: 21.877 8.752 19.313  0.248
H: 23.394 8.723 20.064  0.394
H: 24.072 11.107 20.202  0.322
H: 23.760 10.548 21.863  0.436
H: 23.736 13.003 22.037  0.407
H: 22.102 12.307 22.116  0.155
H: 21.350 14.915 19.671  0.087
H: 22.539 15.157 21.056  0.322
H: 20.928 14.454 21.358  0.321
Cl: 17.710 10.516 12.082  0.021
C: 18.383 9.130 11.182  -0.485
Cl: 17.147 7.922 10.951  -0.105
Cl: 19.727 8.456 12.193  -0.067
H: 18.807 9.446 10.228  0.542
Cl: 15.106 8.480 19.875  -0.128
C: 16.084 8.505 18.365  0.135
Cl: 17.744 7.943 18.606  -0.053
Cl: 16.126 10.155 17.631  0.115
H: 15.732 7.749 17.664  -0.175
Cl: 12.959 12.124 15.051  -0.150
C: 14.355 11.294 14.351  1.866
Cl: 15.868 12.204 14.709  -0.037
Cl: 14.261 10.910 12.621  -0.126
H: 14.467 10.298 14.781  -1.558
F: 15.043 17.622 13.679  -0.349
C: 15.762 16.545 13.215  0.008
C: 17.033 16.333 13.675  -0.263
C: 17.775 15.243 13.251  -0.508
C: 17.188 14.309 12.372  0.094
C: 15.923 14.541 11.864  -0.777
C: 15.187 15.606 12.343  -0.379
H: 17.506 17.047 14.333  0.535
H: 18.715 15.138 13.773  0.505
H: 17.692 13.410 12.047  0.283
H: 15.422 13.895 11.158  0.418
H: 14.168 15.636 11.987  0.419
F: 20.785 13.363 13.905  -0.317
C: 20.648 12.594 15.012  0.723
C: 21.501 12.791 16.036  -0.969
C: 21.378 12.039 17.182  -0.384
C: 20.346 11.101 17.280  -0.576
C: 19.464 10.864 16.225  0.007
C: 19.559 11.734 15.149  0.054
H: 22.180 13.624 15.939  0.603
H: 22.029 12.155 18.036  0.506
H: 20.189 10.547 18.194  0.400
H: 18.629 10.198 16.386  -0.002
H: 18.781 11.720 14.400  0.014
F: 18.538 10.130 24.276  -0.317
C: 18.225 10.709 23.118  0.045
C: 16.903 10.930 22.795  -0.322
C: 16.502 11.438 21.598  -0.675
C: 17.462 11.785 20.584  -0.105
C: 18.792 11.600 20.893  -0.134
C: 19.190 11.124 22.160  -0.668
H: 16.175 10.714 23.563  0.375
H: 15.425 11.398 21.533  0.435
H: 17.278 12.217 19.611  0.440
H: 19.545 11.748 20.133  0.472
H: 20.215 10.885 22.400  0.358
F: 21.699 10.493 8.639  -0.280
C: 21.850 11.667 9.263  0.157
C: 20.972 11.962 10.324  0.085
C: 20.888 13.245 10.797  -0.092
C: 21.770 14.231 10.294  -0.684
C: 22.746 13.911 9.376  -0.429
C: 22.770 12.624 8.843  -0.447
H: 20.275 11.198 10.636  0.103
H: 20.136 13.478 11.536  0.250
H: 21.730 15.259 10.623  0.467
H: 23.500 14.590 9.006  0.439
H: 23.483 12.318 8.092  0.406
F: 18.247 18.190 17.132  -0.387
C: 17.807 16.888 17.182  0.397
C: 18.730 15.879 17.235  -0.314
C: 18.252 14.549 17.272  0.028
C: 16.879 14.227 17.330  -0.876
C: 15.990 15.314 17.173  -0.753
C: 16.453 16.615 17.177  -0.574
H: 19.778 16.106 17.102  0.568
H: 18.975 13.755 17.388  0.357
H: 16.496 13.218 17.292  0.764
H: 14.929 15.111 17.164  0.387
H: 15.738 17.372 16.888  0.373
F: 21.305 7.229 14.651  -0.316
C: 22.228 8.035 15.157  0.279
C: 22.419 9.320 14.640  0.035
C: 23.332 10.148 15.228  -0.131
C: 24.100 9.699 16.288  -0.343
C: 24.062 8.349 16.694  -0.922
C: 23.071 7.558 16.145  -0.338
H: 21.800 9.613 13.805  0.105
H: 23.584 11.131 14.859  0.199
H: 24.852 10.320 16.753  0.527
H: 24.733 8.012 17.471  0.461
H: 23.051 6.500 16.360  0.466
F: 26.305 12.818 15.430  -0.254
C: 26.133 13.720 14.452  0.282
C: 27.236 14.441 14.049  -0.678
C: 27.067 15.268 12.965  -0.367
C: 25.832 15.345 12.294  -0.611
C: 24.725 14.602 12.744  -0.409
C: 24.844 13.829 13.876  0.357
H: 28.202 14.382 14.529  0.428
H: 27.902 15.902 12.706  0.347
H: 25.791 15.994 11.432  0.401
H: 23.783 14.869 12.288  0.350
H: 24.065 13.214 14.300  0.146

C19H13Co2N2O6 | the ωB97M-V functional and the def2-TZVPD basis

- multiplicity = 1
- Kohn-Sham gap (eV) = 5.72
- energy relative to the best compared isomer or geometry (same formula, charge and spin) (eV) = 1.217
- E_tot (eV) = -110429.30899
- charge = -1
- LUMO energy (eV) = 2.633

Each line ends with the natural charge from an NBO analysis.
CARTESIAN COORDINATES (ANGSTROEM)
O: -5.160 -0.210 3.338  -0.538
C: -4.356 -0.713 2.680  0.520
Co: -3.028 -1.501 1.788  -0.056
C: -4.036 -2.940 1.650  0.515
O: -4.751 -3.832 1.469  -0.551
C: -3.296 -1.126 0.080  0.457
O: -3.452 -1.019 -1.059  -0.541
C: -1.069 -2.336 1.794  -0.570
C: 0.064 -2.050 1.051  0.086
C: 1.182 -2.536 0.460  -0.480
C: 1.714 -2.098 -0.828  0.001
C: 1.852 -3.019 -1.897  -0.226
C: 1.998 -2.548 -3.202  -0.228
C: 2.165 -1.180 -3.443  -0.263
C: 2.254 -0.296 -2.363  -0.205
C: 2.074 -0.760 -1.072  -0.227
Co: -0.605 -0.618 1.894  -0.025
C: -2.003 0.190 2.782  0.406
O: -2.289 1.061 3.507  -0.569
C: -0.522 -0.062 0.275  0.595
O: -0.483 0.148 -0.872  -0.599
C: 0.716 0.270 2.651  0.627
O: 1.592 0.679 3.289  -0.542
H: -1.204 -3.298 2.293  0.194
H: 1.630 -3.452 0.878  0.191
H: 1.734 -4.086 -1.676  0.205
H: 1.955 -3.254 -4.037  0.199
H: 2.190 -0.786 -4.462  0.196
H: 2.429 0.768 -2.509  0.199
H: 2.212 -0.111 -0.207  0.229
C: -0.361 2.782 -1.767  -0.670
C: 0.490 3.000 -0.592  0.357
N: 1.094 2.186 0.282  -0.478
C: 1.797 3.000 1.158  -0.089
C: 1.616 4.328 0.809  -0.133
N: 0.798 4.297 -0.292  -0.524
H: -0.917 1.850 -1.731  0.278
H: -1.106 3.577 -1.840  0.205
H: 0.241 2.764 -2.679  0.222
H: 2.394 2.605 1.972  0.220
H: 1.993 5.237 1.250  0.209
H: 0.455 5.088 -0.821  0.406

C3H11N | the ωB97M-V functional and the def2-TZVPD basis

- multiplicity = 1
- Kohn-Sham gap (eV) = 10.15
- energy relative to the best compared isomer or geometry (same formula, charge and spin) (eV) = 0.170
- E_tot (eV) = -4779.32550
- charge = 0
- SMILES string = CCN.C
- LUMO energy (eV) = 1.008

Each line ends with the natural charge from an NBO analysis.
CARTESIAN COORDINATES (ANGSTROEM)
C: -1.734 -0.691 1.378  -0.609
C: -0.746 -0.897 0.247  -0.212
N: 0.346 -1.754 0.674  -0.845
H: -2.154 -1.643 1.706  0.211
H: -2.534 -0.016 1.082  0.206
H: -1.235 -0.244 2.237  0.197
H: -0.434 0.085 -0.113  0.156
H: -1.233 -1.395 -0.599  0.183
H: 0.906 -2.080 -0.097  0.360
H: 0.928 -1.318 1.373  0.353
C: 1.587 1.993 -1.584  -0.849
H: 1.678 2.341 -2.609  0.214
H: 2.304 2.510 -0.957  0.213
H: 0.593 2.196 -1.199  0.211
H: 1.728 0.914 -1.540  0.211

C25H14Cl2N4O4SW | the ωB97M-V functional and the def2-TZVPD basis

- multiplicity = 1
- Kohn-Sham gap (spin up / spin down) (eV) = 6.27 / 6.27
- energy relative to the best compared isomer or geometry (same formula, charge and spin) (eV) = 0.000
- E_tot (eV) = -78012.57139
- charge = 0
- LUMO energy (spin up / spin down) (eV) = -1.244 / -1.243

Each line ends with the natural charge from an NBO analysis.
CARTESIAN COORDINATES (ANGSTROEM)
W: -0.255 0.481 0.510  1.365
Cl: 4.315 5.177 -1.511  0.023
C: 2.937 4.132 -1.501  -0.053
C: 2.964 3.016 -0.675  -0.257
C: 1.865 2.175 -0.653  0.199
N: 1.682 1.019 0.135  -0.660
C: 2.696 0.394 0.794  0.650
O: 3.856 0.738 0.895  -0.579
C: 2.246 -0.897 1.445  0.141
C: 3.134 -1.632 2.203  -0.204
C: 2.674 -2.811 2.771  -0.127
C: 1.356 -3.192 2.581  -0.243
C: 0.521 -2.378 1.833  0.102
N: 0.967 -1.257 1.264  -0.482
C: 0.745 2.448 -1.451  0.110
C: 0.724 3.561 -2.272  -0.226
C: 1.830 4.402 -2.290  -0.069
Cl: 1.784 5.794 -3.316  0.024
N: -0.280 1.498 -1.264  -0.644
C: -1.354 1.381 -2.093  0.652
O: -1.658 2.082 -3.037  -0.579
C: -2.223 0.193 -1.742  0.141
C: -3.386 -0.042 -2.446  -0.204
C: -4.143 -1.148 -2.089  -0.127
C: -3.725 -1.953 -1.042  -0.244
C: -2.562 -1.627 -0.365  0.101
N: -1.818 -0.578 -0.722  -0.482
H: 3.831 2.816 -0.067  0.267
H: 4.143 -1.267 2.326  0.260
H: 3.337 -3.421 3.369  0.229
H: 0.959 -4.093 3.025  0.236
H: -0.533 -2.589 1.729  0.221
H: -0.130 3.781 -2.891  0.266
H: -3.662 0.636 -3.239  0.260
H: -5.059 -1.374 -2.618  0.229
H: -4.300 -2.810 -0.724  0.236
H: -2.242 -2.172 0.511  0.221
O: -2.742 -0.987 3.601  -0.627
C: -2.196 -0.060 3.033  0.807
O: -1.475 -0.278 1.961  -0.788
C: -2.229 1.318 3.610  -0.234
C: -2.979 1.486 4.774  -0.142
C: -3.087 2.717 5.388  -0.227
C: -2.432 3.812 4.836  -0.182
C: -1.684 3.662 3.685  -0.255
C: -1.571 2.418 3.057  -0.041
S: -0.560 2.440 1.608  0.040
H: -3.476 0.614 5.176  0.242
H: -3.674 2.829 6.289  0.216
H: -2.503 4.786 5.302  0.216
H: -1.173 4.516 3.258  0.223

C7H6O2 | the ωB97M-V functional and the def2-TZVPD basis

- multiplicity = 1
- Kohn-Sham gap (eV) = 8.64
- energy relative to the best compared isomer or geometry (same formula, charge and spin) (eV) = 5.665
- E_tot (eV) = -11444.57916
- charge = 0
- SMILES string = Cc1ccc2c(c1O)O2
- LUMO energy (eV) = -0.105

Each line ends with the natural charge from an NBO analysis.
CARTESIAN COORDINATES (ANGSTROEM)
C: 0.244 -1.172 0.301  -0.606
C: -0.269 0.206 -0.125  -0.234
C: 0.597 1.289 0.015  -0.067
C: 0.375 2.575 -0.424  -0.348
C: -0.894 2.596 -1.054  0.411
C: -2.148 2.022 -0.840  -0.076
C: -1.570 0.421 -0.296  0.391
O: -2.587 -0.437 0.015  -0.656
O: -1.418 2.355 -2.241  -0.437
H: -0.517 -1.981 -0.011  0.238
H: 1.219 -1.063 -0.333  0.209
H: 0.523 -1.296 1.276  0.213
H: 1.580 1.011 0.267  0.213
H: 1.172 3.256 -0.537  0.245
H: -3.345 -0.013 -0.399  0.504